Record 1
C28H41NO10Si | wB97M-V/def2-TZVPD

```
81
C28H41NO10Si | the OMol25 dataset | wB97M-V/def2-TZVPD
C 10.82097 1.96386 0.63593
Si 9.23575 1.78144 -0.40864
C 8.38134 0.18426 0.24709
C 9.56005 1.57310 -2.27196
O 8.19654 3.17312 -0.26024
C 6.85812 2.67149 -0.37017
C 5.80322 3.82251 -0.70172
C 4.40132 3.10606 -0.68581
C 3.49589 3.20160 0.45140
C 2.20962 2.48834 0.46112
C 1.89135 1.67974 -0.71664
C 2.80939 1.59813 -1.87179
C 4.09329 2.30353 -1.89055
O 5.01915 2.22337 -2.95137
C 4.75120 3.19627 -3.87438
N 4.55715 3.77071 -4.84970
C 2.36902 0.72410 -3.09980
O 2.59100 1.05240 -4.23700
C 1.57996 -0.57232 -2.71286
C 0.74809 -0.49964 -1.64042
C 0.57966 0.82838 -0.83323
O -0.46348 1.14400 -0.31716
H 11.16841 3.02412 0.74539
H 11.64782 1.32971 0.20013
H 10.66613 1.55965 1.67896
H 9.08928 -0.68383 0.26340
H 8.09368 0.41850 1.31644
H 7.44808 -0.07117 -0.31659
H 9.65124 0.48640 -2.52722
H 10.42840 2.18058 -2.65476
H 8.65672 1.99792 -2.80540
H 6.73779 1.92247 -1.20953
H 6.52316 2.24446 0.61887
H 6.02004 4.30893 -1.68721
H 5.86502 4.62655 0.07816
H 3.75210 3.78774 1.36004
H 1.52445 2.55900 1.33302
H 1.74797 -1.51353 -3.29457
H 0.21622 -1.44792 -1.36596
C -4.82457 -1.74105 -0.63354
C -4.07338 -1.99759 -1.92296
O -2.72335 -2.39895 -1.66312
C -2.34830 -3.66132 -1.38019
C -3.40068 -4.68575 -1.05214
O -1.17392 -3.94184 -1.32461
H -4.89378 -2.63953 -0.02030
H -5.83604 -1.38721 -0.84215
H -4.30543 -0.98886 -0.03556
H -4.57723 -2.72088 -2.56820
H -4.00845 -1.06858 -2.49153
H -3.50350 -4.75931 0.02883
H -3.07844 -5.64818 -1.45019
H -4.37269 -4.48051 -1.49455
C -9.16890 -3.05904 1.76310
C -8.42136 -3.31482 0.47076
O -7.06869 -3.71726 0.72399
C -6.69463 -4.97753 1.00238
C -7.74664 -6.00292 1.33095
O -5.52260 -5.25580 1.05332
H -9.23623 -3.95899 2.37633
H -10.18058 -2.70505 1.55758
H -8.64814 -2.30803 2.36003
H -8.92775 -4.03729 -0.17315
H -8.35847 -2.38557 -0.09721
H -7.84458 -6.07761 2.41412
H -7.42622 -6.96469 0.93090
H -8.72028 -5.79619 0.89191
C -2.17718 1.65372 2.66760
C -3.15442 2.34546 1.74052
O -4.50243 1.92850 2.00123
C -5.28471 2.45643 2.95906
C -4.66888 3.35091 4.00279
O -6.44964 2.15598 3.01244
H -2.36645 1.89874 3.71436
H -1.15221 1.93943 2.42610
H -2.27064 0.56998 2.57593
H -3.07018 3.43398 1.77577
H -2.94052 2.05226 0.71220
H -4.44189 2.75906 4.88971
H -5.39089 4.12521 4.26127
H -3.77027 3.86672 3.67100
```

Output
Kohn-Sham gap (eV): 8.807
LUMO energy (Eh): -0.03467
Electronic energy (Ha): -2188.1133
HOMO (eV): -9.8
Charge: 0

These are the Löwdin partial charges, in e, on atoms 1 to 2: C -0.1855; Si 0.4867

=====

Record 2
C28H42AgN8S | wB97M-V/def2-TZVPD

```
80
C28H42AgN8S | the OMol25 dataset | wB97M-V/def2-TZVPD
Ag -0.27310 0.34730 -0.28060
N 0.46840 2.65730 -0.09800
C -0.37580 3.81480 -0.32550
C -1.63690 3.72830 0.54240
N -2.26150 2.43740 0.37170
H 0.65360 2.55020 0.89430
H 1.36570 2.75440 -0.55660
H -0.66600 3.82150 -1.38140
H 0.13070 4.77430 -0.10680
H -2.28640 4.59160 0.29570
H -1.35280 3.82740 1.59570
H -2.69350 2.34810 -0.54050
H -2.97590 2.25690 1.06630
C -1.98090 -0.73260 -0.32190
C -3.14470 -0.51440 0.01570
C -4.47640 -0.17200 0.29140
C -5.27180 0.31490 -0.78860
C -4.68130 0.72010 -2.00820
C -5.44090 1.18620 -3.05160
C -6.82580 1.24670 -2.95260
C -7.43070 0.81880 -1.77580
C -6.67920 0.37040 -0.71430
C -4.84820 -0.05640 1.67450
C -4.34800 -0.94680 2.64640
C -4.58750 -0.74100 3.98590
C -5.31030 0.36250 4.42030
C -5.81360 1.25310 3.48010
C -5.60760 1.03700 2.13720
H -3.60300 0.68110 -2.09310
H -4.94770 1.52020 -3.95720
H -7.41790 1.61280 -3.78090
H -8.51090 0.83450 -1.69150
H -7.16630 0.02750 0.19080
H -3.78430 -1.80430 2.30530
H -4.21740 -1.44750 4.71970
H -5.46680 0.52860 5.47820
H -6.36000 2.12990 3.81240
H -5.98720 1.74140 1.40780
C 6.23650 -0.91580 -1.36890
N 5.22520 0.09540 -1.15760
C 4.51170 0.45410 -2.35370
C 4.55080 0.12810 0.05320
S 2.96120 0.59470 0.19110
N 5.37590 -0.15390 1.15420
C 6.43660 0.81800 1.37010
C 4.68870 -0.48730 2.38190
H 5.84050 -1.73690 -1.98150
H 6.56320 -1.31700 -0.41210
H 7.08980 -0.46970 -1.88930
H 5.23560 0.78720 -3.09980
H 3.82190 1.26320 -2.12580
H 3.93510 -0.38780 -2.75860
H 6.84180 1.14590 0.41460
H 7.22820 0.35000 1.96010
H 6.06120 1.70150 1.90600
H 4.05870 -1.36190 2.22130
H 4.05710 0.33590 2.73730
H 5.43580 -0.71880 3.14150
C 1.36050 -2.83350 -1.16230
N 2.00040 -4.15070 -1.24210
C 2.92000 -4.25710 -0.11580
N 2.25200 -4.10930 1.17210
C 1.59970 -2.79570 1.18440
N 0.65610 -2.65200 0.09490
C -0.36120 -3.68390 0.21570
N 0.23540 -5.02380 0.17590
C 0.95260 -5.15580 -1.08540
C 1.19920 -5.11770 1.26470
H 0.64950 -2.72290 -1.98470
H 2.13050 -2.06500 -1.25480
H 3.68000 -3.47490 -0.21040
H 3.42090 -5.23020 -0.14920
H 2.36010 -2.02020 1.08900
H 1.08020 -2.66310 2.13710
H -1.07740 -3.56940 -0.59910
H -0.89120 -3.54900 1.15990
H 0.24050 -5.04380 -1.90760
H 1.40490 -6.15250 -1.13960
H 1.66020 -6.11220 1.25560
H 0.67280 -4.97920 2.21350
```

Output
Kohn-Sham gap (eV): 3.279
LUMO energy (Eh): 0.06831
Electronic energy (Ha): -2075.2213
HOMO (eV): -1.4
Charge: -1
ΔE to the lowest compared entry with this formula, charge and spin (kJ/mol): 176.95

These are the Löwdin partial charges, in e, on atoms 1 to 2: Ag 0.6077; N -0.0861

=====

Record 3
C28H42BeBrN3P2 | wB97M-V/def2-TZVPD

```
77
C28H42BeBrN3P2 | the OMol25 dataset | wB97M-V/def2-TZVPD
C -1.01522 5.34203 -4.56144
C -1.25443 4.00680 -4.97206
C -1.47883 3.79553 -6.35731
C -1.37796 4.89893 -7.23195
N -1.11499 6.13868 -6.81688
C -0.92636 6.35794 -5.52048
C -1.21206 2.96727 -3.98231
C -0.75577 1.96666 -3.29314
C -0.85607 0.82630 -2.46021
C 0.15876 0.15793 -1.76735
C -0.10104 -0.88202 -0.86634
C -1.35176 -1.56652 -0.84061
C -2.43871 -0.80140 -1.25323
C -2.23240 0.28210 -2.23685
Be -1.31867 3.19788 -2.38410
P 3.27472 -1.06730 -1.15089
H -1.74174 2.80966 -6.76012
H -0.88673 5.62120 -3.51496
H -1.55229 4.76401 -8.30458
H -0.73104 7.39523 -5.22818
H -3.04782 1.01821 -2.31573
H 1.19489 0.51502 -1.86540
H -3.44289 -0.94824 -0.86604
H 0.69734 -1.22392 -0.21533
C 2.96862 -2.48458 0.00231
C 3.59413 -3.83692 -0.30849
H 1.87585 -2.60351 0.04286
H 3.29499 -2.11621 0.98657
H 3.39796 -4.50632 0.53821
H 3.15218 -4.29998 -1.19917
H 4.68047 -3.77098 -0.43657
C 3.98594 -1.85193 -2.65590
C 4.15167 -0.82650 -3.77378
H 3.30060 -2.65598 -2.96752
H 4.94541 -2.30778 -2.38069
H 4.57254 -1.30486 -4.66429
H 3.18043 -0.39188 -4.04597
H 4.83266 -0.01769 -3.49091
C 4.74579 -0.24009 -0.38062
C 6.08907 -0.96415 -0.39559
H 4.43999 -0.04727 0.66009
H 4.83184 0.73831 -0.88273
H 6.84646 -0.30826 0.05311
H 6.07202 -1.88423 0.20189
H 6.43197 -1.20388 -1.40844
Br -1.49374 -3.32071 -0.41299
P -2.57378 -0.81784 -3.59859
C -1.06819 -1.76227 -4.06066
C -1.35997 -3.19941 -4.48241
H -0.32515 -1.71767 -3.25143
H -0.65239 -1.18825 -4.90759
H -0.41478 -3.68555 -4.75528
H -1.81828 -3.78799 -3.67241
H -2.00242 -3.21611 -5.37364
C -3.91321 -1.95514 -3.09890
C -4.71173 -2.65810 -4.18294
H -4.60198 -1.35508 -2.48394
H -3.46935 -2.68320 -2.40060
H -5.49140 -3.25136 -3.69594
H -5.19394 -1.92977 -4.84068
H -4.09284 -3.33725 -4.77915
C -3.04872 0.00882 -5.11446
C -2.93581 -0.87962 -6.35154
H -2.40990 0.90137 -5.17685
H -4.08666 0.32763 -4.93038
H -3.10487 -0.26996 -7.24515
H -1.95189 -1.34510 -6.46019
H -3.67562 -1.68826 -6.35079
N 0.70586 5.23756 0.07933
C -0.46411 5.16307 0.84599
C -1.35358 4.44234 0.12906
N -0.73710 4.06278 -1.08282
C 0.50520 4.57921 -1.06758
H 1.55478 5.73334 0.32105
H -0.52238 5.65940 1.79615
H -2.38165 4.18769 0.34606
H 1.23090 4.55706 -1.87607
```

Output
Kohn-Sham gap (alpha / beta) (eV): 6.011 / 6.013
LUMO energy (alpha / beta) (Eh): -0.23279 / -0.23271
Electronic energy (Ha): -4527.2216
HOMO (alpha / beta) (eV): -12.3 / -12.3
Charge: +2
ΔE to the lowest compared entry with this formula, charge and spin (kJ/mol): 5.31

These are the Löwdin partial charges, in e, on atoms 1 to 2: C -0.0139; C -0.2190